DFT (ωB97M-V/def2-TZVPD) results for C33H26BrMoN6O as an isolated structure.

Calculated values
Multiplicity: 3
Kohn-Sham gap (alpha / beta), Ha: 0.2106 / 0.2209
HOMO energy (alpha / beta), eV: -9.5 / -10.1
LUMO (alpha / beta), eV: -3.8 / -4.1
Charge: +1
Expectation value of S²: 2.055

```
68
C33H26BrMoN6O, DFT ωB97M-V/def2-TZVPD
Mo 1.380 -0.590 -0.438
C 3.903 -1.236 3.108
C 5.190 -1.278 2.581
C 5.365 -1.130 1.220
C 4.255 -0.935 0.406
N 3.009 -0.880 0.925
C 2.845 -1.040 2.250
C 4.316 -0.831 -1.061
C 5.484 -0.920 -1.803
C 5.419 -0.852 -3.182
C 4.178 -0.707 -3.791
C 3.053 -0.615 -3.003
N 3.113 -0.663 -1.658
H 3.720 -1.368 4.164
H 6.042 -1.435 3.228
H 6.352 -1.174 0.787
H 1.822 -1.020 2.603
H 6.435 -1.045 -1.307
H 6.319 -0.915 -3.776
H 4.082 -0.659 -4.865
H 2.062 -0.487 -3.419
Br -7.681 0.597 -0.046
C -6.360 1.943 -0.144
C -6.564 3.047 -0.956
C -5.600 4.041 -1.004
C -4.421 3.903 -0.286
C -4.235 2.801 0.544
C -5.208 1.821 0.620
N -3.505 5.011 -0.303
N -2.289 4.877 -0.473
C -1.696 3.644 -0.891
C -2.091 2.941 -2.002
C -1.434 1.769 -2.412
C -0.385 1.272 -1.675
O 0.237 0.121 -1.921
C 0.074 2.029 -0.564
N 1.154 1.505 0.105
C 1.640 2.177 1.136
C 1.091 3.388 1.576
C -0.002 3.910 0.936
C -0.547 3.225 -0.174
H -7.474 3.137 -1.532
H -5.750 4.925 -1.610
H -3.340 2.716 1.145
H -5.075 0.966 1.268
H -2.933 3.299 -2.579
H -1.768 1.229 -3.287
H 2.505 1.753 1.631
H 1.541 3.894 2.418
H -0.450 4.841 1.254
C 0.993 -4.687 -0.324
C -0.221 -4.236 0.434
C -1.143 -5.143 0.933
C -2.269 -4.709 1.617
C -2.489 -3.353 1.810
C -1.591 -2.411 1.330
C -1.854 -0.941 1.503
C -0.455 -2.867 0.642
N 0.432 -1.938 0.130
H 1.024 -5.772 -0.394
H 1.911 -4.346 0.160
H 0.992 -4.276 -1.335
H -0.979 -6.202 0.780
H -2.980 -5.429 1.999
H -3.372 -3.020 2.341
H -2.664 -0.778 2.213
H -2.138 -0.484 0.549
H -0.971 -0.408 1.867
```



DFT (ωB97M-V/def2-TZVPD) results for a 2-piece molecular cluster, C3H4N2O overall.

Calculated values
Multiplicity: 1
Kohn-Sham gap, Ha: 0.3645
HOMO energy, eV: -9.4
LUMO, eV: 0.5

```
10
C3H4N2O, DFT ωB97M-V/def2-TZVPD
O -1.114 1.357 -0.252
C -1.385 0.139 -0.287
N -0.474 -0.746 0.112
C 0.727 -0.109 0.612
C 1.701 0.207 -0.412
N 2.416 0.659 -1.205
H -2.351 -0.213 -0.634
H -0.699 -1.727 0.189
H 0.011 1.157 0.457
H 1.168 -0.724 1.420
```



DFT (ωB97M-V/def2-TZVPD) results for an isolated ion of composition C3H7F3N3S and charge +1.

Calculated values
Multiplicity: 1
Kohn-Sham gap, Ha: 0.3556
HOMO energy, eV: -13.5
LUMO, eV: -3.8
Charge: +1

```
17
C3H7F3N3S, DFT ωB97M-V/def2-TZVPD
C 0.972 -1.602 -0.167
C -0.173 0.640 0.790
C -1.633 0.103 0.686
N 0.285 0.491 -1.325
N -0.099 1.930 1.073
N 0.820 -0.710 -1.409
F -1.734 -0.733 -0.315
F -1.904 -0.447 1.846
F -2.521 1.025 0.473
S 1.253 -0.441 1.199
H 0.036 -2.133 0.014
H 1.919 -2.245 0.051
H 0.955 1.282 -1.253
H 0.731 2.403 1.492
H -0.885 2.379 0.654
H 1.772 -0.763 -1.695
H 0.208 -1.179 -2.115
```



DFT (ωB97M-V/def2-TZVPD) results for one molecule with the formula C4H7NO2.

Calculated values
Multiplicity: 1
Kohn-Sham gap, Ha: 0.3622
HOMO energy, eV: -9.1
SMILES string: O=C1CNC[C@@H]1O
LUMO, eV: 0.8

```
14
C4H7NO2, DFT ωB97M-V/def2-TZVPD
O -0.131 1.937 1.264
C 0.134 0.992 0.558
C 1.095 0.914 -0.608
N 0.589 -0.188 -1.419
C -0.559 -0.853 -0.776
C -0.566 -0.352 0.671
O -1.838 -0.221 1.238
H 1.159 1.880 -1.120
H 2.100 0.681 -0.228
H 0.416 0.065 -2.380
H -0.429 -1.938 -0.837
H -1.529 -0.599 -1.221
H 0.079 -0.999 1.290
H -1.829 0.627 1.716
```



E readings, ordered: -117524.4961 -8201.4195 -26672.5404 -9845.9017 eV
Max |F| readings, ordered: 1.84 1.93 5.65 0.53 eV/Å